# 1
ORCA calculation (the ωB97M-V functional and the def2-TZVPD basis) on a molecular structure, C22H22F6N15O8S3Se2Sr at a distorted geometry.

Energy above the lowest of the compared OMol25 structures with the same formula, charge and spin, kJ/mol: 216.19
Max |F|, eV/Å: 5.873
HOMO, eV: -4.96

Geometry as ORCA input:
```
! wB97M-V def2-TZVPD RIJCOSX def2/J DEFGRID3
* xyz -1 1
H 1.25 -0.21 -5.27
O 4.21 2.97 -7.59
O 2.77 1.77 2.13
S 2.94 2.64 -7.00
H 1.01 3.85 -6.43
C -5.88 -0.83 1.62
O 1.05 1.99 -0.34
C 1.51 0.29 3.92
O 2.14 1.59 -7.58
C 1.48 -0.97 -4.52
C 1.94 4.12 -6.93
C 3.54 -0.26 -1.68
H 1.08 5.54 -8.30
N -2.28 -3.74 0.09
N -3.18 -0.45 1.12
C -4.07 -0.39 0.14
C 2.48 -0.51 -3.53
N -0.74 -1.96 -2.45
H 3.81 3.01 -4.83
C -2.24 4.05 -2.47
C -0.13 2.39 -2.86
O 5.91 1.26 -1.39
F 1.65 4.31 1.55
C -5.44 -0.57 0.34
N 2.47 -0.85 -2.25
F 1.92 1.28 4.71
C -4.96 -0.92 2.65
H -6.11 -0.53 -0.50
O 1.80 -0.38 1.38
N -1.80 -3.43 3.48
N -1.08 -2.42 1.71
S 1.69 0.84 2.16
O 5.67 2.04 -3.38
F -0.44 4.53 2.05
H -3.11 4.68 -2.29
C 1.70 4.64 -8.34
C 3.81 0.85 -5.14
F 2.30 -0.76 4.10
N 5.34 1.31 -2.45
H 2.19 2.25 -4.81
C -2.35 2.67 -2.49
H 4.88 0.90 -5.30
C -0.99 4.60 -2.67
N 0.22 1.54 1.97
H -6.94 -0.99 1.81
H 3.37 0.18 -5.87
H 0.69 1.68 -2.98
Se -3.33 -0.26 -1.64
O -1.30 2.39 0.21
H -0.85 5.68 -2.64
N -0.91 -2.17 -1.12
H 1.18 3.89 -8.94
C 3.18 2.24 -5.27
H -2.86 -0.81 3.12
C -3.62 -0.72 2.35
H 1.84 -1.87 -5.05
H 2.64 4.89 -8.83
N -1.46 -2.80 -3.11
Se -4.09 1.86 -2.23
H 2.49 4.84 -6.32
N -2.15 -3.60 -2.27
F 0.27 -0.02 4.22
C 0.10 3.76 -2.85
N 3.53 0.30 -3.82
C -1.90 -3.42 1.37
F 0.25 4.93 0.03
H 1.11 4.15 -2.96
N -1.33 1.86 -2.69
C 4.21 0.47 -2.63
N -1.05 -2.47 3.07
C -1.79 -3.18 -1.06
C 0.42 4.16 1.11
H 0.57 -1.25 -3.98
Sr -0.37 -0.27 0.53
H 3.76 -0.34 -0.63
H -2.88 -4.54 -0.01
H -5.25 -1.16 3.66
S 0.07 2.41 0.63
N -2.36 -4.06 2.44
*
```



# 2
ORCA calculation (the ωB97M-V functional and the def2-TZVPD basis) on a molecular structure, C48H37F3N3O3P2SSr at a distorted geometry.

Max |F|, eV/Å: 4.124
HOMO, eV: -10.05

Geometry as ORCA input:
```
! wB97M-V def2-TZVPD RIJCOSX def2/J DEFGRID3
* xyz 1 1
H 16.90 20.23 8.38
H 19.79 16.05 15.84
C 15.49 9.86 15.14
C 12.82 19.82 14.41
N 12.61 12.44 12.51
C 16.72 19.30 8.94
C 14.94 19.60 12.67
H 5.92 15.21 9.76
S 16.27 15.40 11.47
P 15.50 14.59 14.63
F 12.50 7.75 11.09
N 10.55 15.12 9.94
C 13.29 9.66 12.09
H 18.22 16.25 9.52
H 17.24 10.18 16.21
C 13.90 11.94 12.91
C 18.13 15.03 15.06
C 15.27 15.19 16.33
C 6.88 15.22 9.28
C 14.35 10.45 14.39
C 15.41 12.76 14.82
F 14.25 7.54 12.49
H 9.94 19.90 7.56
C 15.30 17.87 10.30
C 18.40 16.63 12.76
H 10.93 18.66 11.40
C 15.39 16.57 16.50
C 10.38 19.34 9.55
C 16.49 12.09 15.29
H 15.08 13.27 17.30
H 13.68 21.76 14.91
O 17.25 14.42 10.87
H 13.25 12.28 14.96
O 10.69 15.15 11.30
C 9.29 15.11 9.30
H 14.60 14.39 19.65
H 20.04 17.48 13.88
H 8.07 15.28 11.03
H 10.68 11.81 12.11
P 13.73 17.61 11.12
H 15.14 18.25 17.91
H 15.83 19.41 12.14
C 13.64 8.31 11.55
C 15.20 17.11 17.76
C 15.55 19.11 9.69
H 13.39 9.91 14.61
F 14.48 8.36 10.47
C 12.85 18.75 13.54
N 11.63 15.10 9.26
H 5.96 14.91 7.41
C 19.12 15.98 15.00
C 15.10 14.36 17.47
H 13.65 17.64 8.23
H 11.25 9.43 11.46
H 15.50 8.78 15.29
C 17.52 17.08 9.61
C 17.74 18.32 8.96
H 12.15 18.97 6.63
C 10.71 19.52 8.21
C 14.29 10.47 12.73
H 14.72 12.54 12.39
C 12.57 18.33 9.97
C 12.00 10.11 11.96
H 12.33 17.86 13.77
C 17.15 14.98 14.07
H 15.74 17.15 15.68
H 7.99 15.01 6.04
C 19.26 16.74 13.85
H 10.28 15.28 7.39
H 9.34 19.66 9.88
C 13.76 20.87 14.31
C 17.32 15.81 12.92
O 12.76 14.98 9.87
H 15.27 10.36 12.27
C 16.34 16.93 10.37
H 17.99 14.50 16.00
C 8.10 15.20 9.98
C 11.74 11.49 12.16
C 14.92 14.91 18.73
Sr 12.83 14.89 12.37
H 18.52 17.23 11.87
C 12.77 18.26 8.56
C 8.10 15.12 7.15
C 16.45 10.67 15.65
H 18.66 18.54 8.41
C 13.86 18.72 12.55
C 11.31 18.78 10.43
H 17.44 12.57 15.38
C 9.30 15.21 7.84
H 14.76 19.81 9.70
C 14.86 20.74 13.50
C 6.93 15.05 7.88
C 14.19 11.97 14.43
H 15.70 21.46 13.59
C 15.08 16.31 18.86
H 12.01 19.84 15.10
C 11.91 18.96 7.70
H 15.16 16.79 19.87
*
```



# 3
ORCA calculation (the ωB97M-V functional and the def2-TZVPD basis) on a molecular structure, C26H41Cl3N3NiO5PS.

Energy above the lowest of the compared OMol25 structures with the same formula, charge and spin, kJ/mol: 0.48
Max |F|, eV/Å: 0.122
HOMO (alpha / beta), eV: -7.39 / -7.32

Geometry as ORCA input:
```
! wB97M-V def2-TZVPD RIJCOSX def2/J DEFGRID3
* xyz 0 3
H -6.74 4.04 -0.10
C -2.13 -1.64 0.25
H -2.52 -1.90 -3.53
N -1.23 1.43 2.67
H -6.03 1.94 0.70
O -1.51 -1.73 -0.81
H -1.83 2.09 3.13
C -3.06 -1.10 -4.04
C -0.83 4.15 -3.35
C -0.61 3.43 -2.00
H -2.83 0.13 -5.78
H 3.18 0.06 -2.79
C 3.41 -0.74 -2.11
C -2.33 -0.73 -5.32
H 1.05 2.91 -0.71
H -1.82 3.95 -3.76
C -4.11 3.43 -2.28
C 4.53 -1.52 -2.17
C -3.28 2.74 -1.18
H 0.03 4.22 -5.33
O -1.20 1.16 -0.56
H 2.41 3.66 -4.34
H 0.12 3.35 3.59
H -2.94 3.51 -0.48
H 2.79 4.02 -2.05
C 0.25 3.79 -4.36
O 1.42 -0.11 -1.20
H -4.67 1.09 -1.03
H -1.65 0.59 2.27
P -1.70 2.00 -1.70
H -4.06 -1.49 -4.25
H 5.57 -3.16 -1.23
H 3.82 -3.48 0.50
C -3.45 -2.45 0.43
C 1.75 4.18 -2.34
H -0.24 -1.26 -5.09
H -3.71 4.43 -2.47
C 2.57 -1.90 -0.20
H -6.12 2.63 -2.13
H -3.26 -0.25 -2.08
H -5.12 4.70 -0.13
H -4.75 2.94 1.37
H -0.79 5.23 -3.18
C -5.20 2.59 0.43
C -1.95 1.04 -3.23
H 0.21 0.75 -3.49
C 1.63 4.26 -3.87
C 4.69 -2.53 -1.21
C -3.17 0.11 -3.10
H -2.11 1.77 -4.03
H 1.13 2.12 -2.25
H 0.26 2.70 -4.50
N 0.45 3.01 2.71
H 5.26 -1.33 -2.94
S 1.35 -2.10 0.97
C 0.87 3.07 -1.78
Ni -0.01 -0.35 0.19
H -0.89 4.11 -1.20
H -0.64 -0.61 -2.84
Cl -4.66 -1.46 1.28
N 2.46 -0.93 -1.16
H -4.04 2.88 -3.23
Cl -4.12 -2.95 -1.13
C -5.71 3.81 -0.38
H -4.08 0.67 -3.33
Cl -3.06 -3.87 1.40
C 3.73 -2.71 -0.26
H -3.55 1.18 0.31
C -0.01 1.80 2.25
H -6.06 4.35 -2.45
C -0.87 -0.37 -5.00
C -5.59 3.55 -1.87
H 1.80 5.29 -4.19
H 1.44 3.15 2.54
O 0.69 1.13 1.48
H 1.45 5.13 -1.89
O -1.75 -0.97 1.25
C -4.16 1.78 -0.36
C -0.72 0.19 -3.58
H -0.49 0.36 -5.72
H -2.37 -1.54 -6.05
*
```



# 4
ORCA calculation (the ωB97M-V functional and the def2-TZVPD basis) on 12 unconnected molecules or ions with the total composition C46H94N2O22 at a distorted geometry.

Energy above the lowest of the compared OMol25 structures with the same formula, charge and spin, kJ/mol: 177.21
Max |F|, eV/Å: 4.016
HOMO, eV: -9.49

Geometry as ORCA input:
```
! wB97M-V def2-TZVPD RIJCOSX def2/J DEFGRID3
* xyz 0 1
C -3.21 -2.15 -5.26
H 3.72 -1.11 -5.80
H 2.77 2.74 9.03
H -1.39 0.84 -0.14
H -1.52 2.86 1.38
H -1.28 -0.46 1.00
O -2.80 -4.53 0.45
H 6.80 1.65 0.69
H -3.18 0.82 -1.68
C 4.37 -0.62 -5.08
H 7.02 -3.18 -3.54
H -2.18 5.43 5.79
H 5.65 -2.42 3.30
H -3.72 -4.98 -4.68
O 1.63 0.73 -0.28
C -2.51 3.03 1.71
H 3.54 1.49 -1.64
C -1.46 2.45 5.24
O -0.84 -5.64 0.46
H -3.86 4.71 2.15
C 0.79 3.16 8.12
H 2.13 1.49 7.89
C -2.34 6.01 3.67
H 1.95 -3.71 -0.58
C -3.68 -0.57 2.64
H 5.97 0.04 -6.37
H -0.69 -4.57 2.82
O 5.10 -0.78 -2.51
C 3.00 -2.69 1.71
H 7.45 -1.95 -2.38
H 0.82 4.33 8.11
O -2.18 4.80 3.24
C -2.76 4.47 1.96
C 5.57 -1.60 -3.25
H -2.33 -0.26 -5.25
H -1.36 2.60 -4.09
C -4.66 -4.81 -5.26
C 5.22 0.47 -5.65
H -1.91 7.12 5.46
C 0.35 -0.81 -5.19
O -2.27 -2.97 -5.12
H -4.10 -0.28 -5.11
H 0.08 0.15 -5.60
H -2.43 5.11 1.16
H -3.47 -1.69 2.62
H 5.43 -2.24 1.55
C 6.62 -2.54 -2.74
H -5.11 -5.71 -5.71
H 1.49 3.42 3.08
O 1.13 -1.80 -3.29
H -3.02 2.94 -8.36
H -5.11 -5.06 -0.83
H -0.45 -1.21 2.92
H -2.25 -3.93 -1.44
O -4.32 -2.49 -5.96
C -1.15 2.89 6.60
C -1.77 3.63 -4.13
H -4.38 -1.56 -1.46
H 3.45 -1.93 1.08
H 3.42 -4.13 4.37
H -4.64 -4.25 -2.26
H 2.43 -0.78 5.66
H 1.59 0.69 5.11
C -4.42 -4.31 -1.20
H 0.06 -3.05 3.91
H 1.56 -2.98 4.93
H -3.89 4.10 -7.47
H 0.14 2.80 8.93
C 3.60 -4.38 3.27
H -0.72 2.78 4.46
C 3.20 2.35 2.50
C -4.25 0.70 -1.54
O -0.08 0.11 -3.04
H -0.92 4.30 -3.96
C 0.05 -0.46 3.58
C 2.22 2.56 8.04
H 1.00 -0.15 6.58
H -0.74 5.90 4.99
H 2.85 2.97 -2.45
H -2.75 2.34 2.53
H -0.12 -2.78 5.59
H 1.28 -4.15 -2.21
H 6.28 -3.05 -1.75
H 4.68 1.26 -6.14
H -4.70 1.62 -1.05
H 0.37 -1.97 -1.33
C 4.85 1.33 1.21
H -4.63 -3.38 -0.76
C 1.33 -2.06 -1.87
H -2.69 -5.66 -1.28
H 4.28 -5.20 3.25
C -1.72 -4.66 2.51
H -2.13 4.40 -7.97
H 1.31 -1.14 -5.49
C 0.64 0.54 0.71
O -2.34 1.85 -6.34
H -2.47 2.76 4.95
N 3.92 -3.29 2.46
C -2.46 3.07 -6.37
H -3.25 4.96 -3.32
C 5.29 -2.91 2.37
H -5.35 -4.28 -4.57
H -4.63 0.74 -2.57
N 0.62 -1.02 4.65
C -2.82 3.95 -3.17
H 2.87 -3.60 -2.07
O 0.04 0.72 3.33
H 3.79 -0.17 -4.32
H 2.66 1.43 2.32
H 1.02 -0.30 1.35
C -4.63 -0.64 -0.90
H 1.80 3.66 1.39
H 5.94 -3.78 2.26
C -1.71 -4.98 1.00
C -0.73 0.07 0.22
O -2.24 3.98 -5.49
H -4.29 -0.25 3.45
C 1.58 1.86 -0.98
O 5.24 -1.71 -4.56
H -5.73 -0.71 -0.74
H -3.08 -0.70 -3.70
H 0.53 1.52 1.19
H 5.58 2.47 -0.42
C -4.44 -0.22 1.37
C 1.42 -0.25 5.58
H 5.80 0.85 -4.84
C -1.76 6.14 5.04
H -2.29 3.97 -2.23
O 0.20 2.86 6.77
O 4.63 0.29 1.72
H 3.68 2.29 3.45
H 2.27 1.28 -2.84
O -2.95 6.83 3.08
C 1.92 -3.45 -1.62
H -0.64 -0.68 -0.50
C 5.93 1.57 0.08
O 1.83 -2.98 1.80
C 0.40 -0.72 -3.73
H -2.31 -5.49 2.91
O 0.68 2.67 -0.86
C 0.54 -2.54 4.79
H 2.62 -4.79 3.04
H -2.73 -0.04 2.52
C 2.66 1.93 -2.06
H -1.41 1.37 5.21
O -5.34 0.62 1.35
C -3.16 -0.78 -4.79
H 6.04 0.70 -0.56
H -2.23 -3.72 2.75
H 1.94 -1.29 -1.42
H -3.11 2.67 0.82
C -2.97 -4.66 -0.96
H 2.91 2.94 7.20
H -0.36 -1.51 -5.50
H -3.39 -4.06 -6.81
C -4.34 -3.87 -6.36
O -1.93 3.31 7.42
C -2.88 3.70 -7.63
O -4.00 -0.88 0.34
H -3.64 3.27 -3.06
O 4.25 2.51 1.56
H -5.15 -3.89 -7.14
H 2.78 4.47 2.51
C 2.26 3.54 2.36
*
```



Question: The lowest max |F| belongs to which entry?
Answer: C26H41Cl3N3NiO5PS



Question: What is the formula in the third record?
Answer: C26H41Cl3N3NiO5PS



Question: Which value of max |F| does entry 2 give?
Answer: 4.124 eV/Å